Entry 1:
The following is a DFT calculation (the ωB97M-V functional and the def2-TZVPD basis) of a cluster of 2 separate species, CH4FN2O in total at a distorted geometry.

Positions of all 9 atoms, in Å:
C1 0.5363 -0.9655 -0.3149
N1 -0.9092 -0.4523 1.2907
N2 0.3951 -0.7354 -1.5137
O1 -2.0287 -0.1678 0.5327
F1 1.6452 -1.3125 0.2393
H1 -0.2805 0.3905 1.4043
H2 -0.5347 -0.3439 -1.7998
H3 1.0355 -0.9466 -2.3195
H4 -2.5773 -0.9615 0.7662

Total charge: +1
Energy relative to the best compared isomer or geometry (same formula, charge and spin), kJ/mol: 335.73
Gap between HOMO and LUMO (spin up / spin down), eV: 9.498 / 9.500

The molecule's Mulliken atomic charges, reported in e, are given here: atom 1 (C): 0.390, atom 2 (N): -0.164, atom 3 (N): -0.176, atom 4 (O): -0.263, atom 5 (F): -0.138, atom 6 (H): 0.330, atom 7 (H): 0.298, atom 8 (H): 0.298, atom 9 (H): 0.426

***

Entry 2:
The following is a DFT calculation (the ωB97M-V functional and the def2-TZVPD basis) of an isolated molecule of C2H5N3OS at a distorted geometry.

Positions of all 12 atoms, in Å:
H1 2.7057 -1.9750 0.0199
N1 3.1988 -1.0950 -0.0050
C1 2.3736 -0.1271 -0.0278
N2 0.9942 -0.1301 0.0679
S1 0.0834 1.2991 -0.0215
C2 -1.5087 0.5947 0.0397
N3 -1.6935 -0.6706 -0.0358
O1 -3.0610 -0.9534 -0.0069
H2 2.7759 0.8940 0.0108
H3 0.4781 -1.0139 0.0006
H4 -2.3454 1.3076 0.1000
H5 -3.1464 -1.9073 0.0070

SMILES string: [H]/N=C\NS/C=N/O
Energy relative to the best compared isomer or geometry (same formula, charge and spin), kJ/mol: 347.54
Gap between HOMO and LUMO, eV: 9.042

The molecule's Mulliken atomic charges, reported in e, are given here: atom 1 (H): 0.206, atom 2 (N): -0.620, atom 3 (C): 0.204, atom 4 (N): -0.251, atom 5 (S): -0.027, atom 6 (C): -0.071, atom 7 (N): -0.317, atom 8 (O): -0.404, atom 9 (H): 0.266, atom 10 (H): 0.320, atom 11 (H): 0.348, atom 12 (H): 0.346

***

Entry 3:
The following is a DFT calculation (the ωB97M-V functional and the def2-TZVPD basis) of a cluster of 2 separate species, C2H4BrClO2 in total at a distorted geometry.

Positions of all 10 atoms, in Å:
C1 0.0739 0.0647 -0.4545
C2 1.5020 0.5013 -0.7835
O1 -0.2864 -1.0712 -0.6147
O2 0.0721 0.8769 1.5162
Cl1 1.6676 2.0800 0.0861
Br1 2.6216 -0.7832 0.0834
H1 1.3070 0.5284 -1.7785
H2 -0.7134 0.8932 -0.6948
H3 -0.5967 0.3063 1.7375
H4 0.7393 1.1684 2.1202

Energy relative to the best compared isomer or geometry (same formula, charge and spin), kJ/mol: 242.06
Gap between HOMO and LUMO (spin up / spin down), eV: 6.431 / 7.707
Expectation value of S²: 2.0069
2S+1: 3

The molecule's Mulliken atomic charges, reported in e, are given here: atom 1 (C): -0.265, atom 2 (C): -0.047, atom 3 (O): -0.262, atom 4 (O): -0.578, atom 5 (Cl): -0.166, atom 6 (Br): -0.098, atom 7 (H): 0.429, atom 8 (H): 0.373, atom 9 (H): 0.298, atom 10 (H): 0.316

***

Entry 4:
The following is a DFT calculation (the ωB97M-V functional and the def2-TZVPD basis) of a structure of composition C25H27As2CrO15S at a distorted geometry.

Positions of all 71 atoms, in Å:
Cr1 1.1971 1.5992 1.2338
O1 2.7376 3.4179 4.7370
C1 2.0572 3.3653 3.6012
O2 2.4877 2.8009 2.6206
C2 0.7309 4.1067 3.6525
O3 -0.3267 3.3511 3.1216
C3 -0.7877 2.3046 3.9726
C4 0.2233 1.1478 4.0174
O4 0.4957 0.5781 5.0544
O5 0.7353 0.8975 2.8548
H1 3.5298 2.8660 4.6570
H2 0.8207 4.9831 3.0092
H3 0.5309 4.4108 4.6834
H4 -1.7003 1.9292 3.5124
H5 -0.9786 2.6696 4.9851
O6 4.3094 2.1520 -1.3305
C5 3.1388 2.3375 -1.0392
O7 2.5508 1.7413 -0.0554
C6 2.2889 3.2693 -1.8585
C7 2.8329 3.7204 -3.0598
C8 2.1327 4.5668 -3.8965
C9 0.8557 4.9780 -3.5316
C10 0.2998 4.5405 -2.3468
C11 1.0024 3.6845 -1.4900
S1 0.1716 3.2726 0.0014
H6 3.8296 3.3825 -3.3106
H7 2.5760 4.8992 -4.8270
H8 0.2940 5.6416 -4.1784
H9 -0.6971 4.8465 -2.0536
C12 -2.8414 0.8804 -2.6638
O8 -1.4600 0.8039 -3.0341
C13 -0.5427 0.2195 -2.2445
O9 0.6169 0.5324 -2.4063
C14 -0.8953 -0.7568 -1.1995
C15 -1.7558 -1.7885 -1.2929
As1 -2.5729 -2.7955 0.2062
C16 -2.8631 -4.5849 -0.5980
C17 -0.8389 -2.8717 1.1232
C18 -0.5641 -1.5436 1.4997
As2 0.4476 -0.4566 0.2650
C19 1.9766 -1.4647 -0.3889
C20 -1.5957 -0.6670 2.0261
O10 -1.8622 0.4218 1.5165
O11 -2.2978 -1.0042 3.1323
C21 -1.8654 -2.1113 3.9229
C22 0.2355 -3.7804 0.8411
O12 1.3137 -3.7961 1.4154
O13 -0.0334 -4.6981 -0.1445
C23 1.0075 -5.6326 -0.3862
C24 -2.4251 -2.1602 -2.5630
O14 -3.6164 -2.3632 -2.6018
O15 -1.7315 -2.3135 -3.7087
C25 -0.3061 -2.4384 -3.7480
H10 -3.4222 0.1140 -3.1734
H11 -3.1845 1.8615 -2.9851
H12 -2.9755 0.7855 -1.5873
H13 -3.9251 -4.6883 -0.8148
H14 -2.5679 -5.3358 0.1327
H15 -2.2957 -4.7341 -1.5119
H16 1.7152 -2.3092 -1.0212
H17 2.5195 -1.8240 0.4817
H18 2.5847 -0.7545 -0.9468
H19 -2.3146 -1.9679 4.9041
H20 -0.7798 -2.1231 4.0167
H21 -2.2024 -3.0548 3.4928
H22 0.6187 -6.3468 -1.1093
H23 1.2964 -6.1402 0.5346
H24 1.8913 -5.1348 -0.7908
H25 -0.0807 -3.2216 -4.4699
H26 0.1043 -2.7120 -2.7790
H27 0.1500 -1.5053 -4.0775

Total charge: -1
Energy relative to the best compared isomer or geometry (same formula, charge and spin), kJ/mol: 201.91
Gap between HOMO and LUMO (spin up / spin down), eV: 5.793 / 7.270
Expectation value of S²: 6.0916
2S+1: 5

The molecule's Mulliken atomic charges, reported in e, are given here: atom 1 (Cr): 0.386, atom 2 (O): -0.510, atom 3 (C): 0.753, atom 4 (O): -0.550, atom 5 (C): -0.617, atom 6 (O): -0.380, atom 7 (C): -0.496, atom 8 (C): 0.889, atom 9 (O): -0.714, atom 10 (O): -0.751, atom 11 (H): 0.395, atom 12 (H): 0.320, atom 13 (H): 0.358, atom 14 (H): 0.210, atom 15 (H): 0.381, atom 16 (O): -0.742, atom 17 (C): 0.383, atom 18 (O): -0.156, atom 19 (C): 0.391, atom 20 (C): -0.709, atom 21 (C): -0.558, atom 22 (C): -0.522, atom 23 (C): -0.960, atom 24 (C): 0.959, atom 25 (S): -0.328, atom 26 (H): 0.463, atom 27 (H): 0.373, atom 28 (H): 0.366, atom 29 (H): 0.465, atom 30 (C): -0.735, atom 31 (O): -0.378, atom 32 (C): -0.105, atom 33 (O): -0.467, atom 34 (C): 0.395, atom 35 (C): 1.125, atom 36 (As): 0.198, atom 37 (C): -1.224, atom 38 (C): 0.350, atom 39 (C): -0.404, atom 40 (As): 2.045, atom 41 (C): -1.316, atom 42 (C): 0.130, atom 43 (O): -0.672, atom 44 (O): -0.500, atom 45 (C): -0.703, atom 46 (C): 0.281, atom 47 (O): -0.680, atom 48 (O): -0.117, atom 49 (C): -0.820, atom 50 (C): -0.451, atom 51 (O): -0.590, atom 52 (O): -0.357, atom 53 (C): -0.386, atom 54 (H): 0.286, atom 55 (H): 0.321, atom 56 (H): 0.322, atom 57 (H): 0.421, atom 58 (H): 0.401, atom 59 (H): 0.270, atom 60 (H): 0.167, atom 61 (H): 0.470, atom 62 (H): 0.302, atom 63 (H): 0.329, atom 64 (H): 0.339, atom 65 (H): 0.207, atom 66 (H): 0.235, atom 67 (H): 0.287, atom 68 (H): 0.287, atom 69 (H): 0.367, atom 70 (H): 0.040, atom 71 (H): 0.236

***

Entry 5:
The following is a DFT calculation (the ωB97M-V functional and the def2-TZVPD basis) of an isolated molecule of H2NPS2 at a distorted geometry.

Positions of all 6 atoms, in Å:
N1 0.9693 0.0086 -0.0484
S1 -0.7024 -0.1545 0.2161
P1 -1.3570 1.6976 -0.3699
S2 -1.4611 -1.7997 -0.5164
H1 1.2318 -0.6582 0.5858
H2 1.3193 0.9063 0.1328

SMILES string: NS(#P)=S
Energy relative to the best compared isomer or geometry (same formula, charge and spin), kJ/mol: 399.08
Gap between HOMO and LUMO (spin up / spin down), eV: 6.098 / 6.132

The molecule's Mulliken atomic charges, reported in e, are given here: atom 1 (N): -0.495, atom 2 (S): 0.177, atom 3 (P): 0.029, atom 4 (S): -0.275, atom 5 (H): 0.266, atom 6 (H): 0.299

***

Entry 6:
The following is a DFT calculation (the ωB97M-V functional and the def2-TZVPD basis) of a structure of composition C6H9B3F12N3Ni at a distorted geometry.

Positions of all 34 atoms, in Å:
Ni1 -0.3614 0.2365 -0.4349
B1 -1.9243 0.3582 -2.6026
F1 -2.2267 0.6137 -1.2068
F2 -1.3746 -0.9476 -2.6589
F3 -3.0663 0.4262 -3.3621
F4 -0.9664 1.2954 -2.9688
B2 1.9920 2.6270 -0.1630
F5 1.8915 3.7864 -0.9174
F6 0.7587 1.8427 -0.2870
F7 3.0347 1.8170 -0.6163
F8 2.1143 2.9344 1.2008
B3 -2.2439 2.7584 1.0301
F9 -1.4648 1.5156 1.0094
F10 -1.8983 3.4084 2.2220
F11 -1.8684 3.5121 -0.0726
F12 -3.5942 2.4410 0.9846
C1 1.0013 0.4890 3.9330
C2 0.8167 0.1337 2.5420
N1 0.6833 -0.1456 1.4438
H1 1.2663 1.5526 3.9255
H2 1.7751 -0.1203 4.3863
H3 0.0686 0.4743 4.4934
C3 2.1726 -1.8036 -3.6846
C4 1.6694 -1.1869 -2.4720
N2 1.2105 -0.7240 -1.5383
H4 1.9126 -2.8641 -3.6068
H5 3.2481 -1.7274 -3.8047
H6 1.6426 -1.4060 -4.5469
C5 -1.0336 -3.9644 1.5735
C6 -1.0411 -2.7829 0.7233
N3 -1.0278 -1.8652 0.0469
H7 -0.0243 -4.1277 1.9407
H8 -1.4768 -4.8054 1.0496
H9 -1.6653 -3.7515 2.4389

Total charge: -1
Energy relative to the best compared isomer or geometry (same formula, charge and spin), kJ/mol: 129.87
Gap between HOMO and LUMO (spin up / spin down), eV: 9.805 / 9.804
Expectation value of S²: 2.0030
2S+1: 3

The molecule's Mulliken atomic charges, reported in e, are given here: atom 1 (Ni): 1.582, atom 2 (B): 0.492, atom 3 (F): -0.511, atom 4 (F): -0.381, atom 5 (F): -0.336, atom 6 (F): -0.361, atom 7 (B): 0.326, atom 8 (F): -0.344, atom 9 (F): -0.207, atom 10 (F): -0.399, atom 11 (F): -0.395, atom 12 (B): 0.375, atom 13 (F): -0.428, atom 14 (F): -0.394, atom 15 (F): -0.392, atom 16 (F): -0.368, atom 17 (C): -1.034, atom 18 (C): 0.521, atom 19 (N): -0.120, atom 20 (H): 0.275, atom 21 (H): 0.348, atom 22 (H): 0.312, atom 23 (C): -1.050, atom 24 (C): 0.579, atom 25 (N): -0.135, atom 26 (H): 0.277, atom 27 (H): 0.342, atom 28 (H): 0.289, atom 29 (C): -1.013, atom 30 (C): 0.537, atom 31 (N): -0.273, atom 32 (H): 0.282, atom 33 (H): 0.318, atom 34 (H): 0.286

***

Entry 7:
The following is a DFT calculation (the ωB97M-V functional and the def2-TZVPD basis) of a cluster of 3 separate species, C5H8N2O in total at a distorted geometry.

Positions of all 16 atoms, in Å:
C1 2.7914 0.8098 0.2239
N1 0.0654 -0.5071 0.5781
C2 2.0234 -0.4396 -0.0881
C3 -0.3297 0.4621 -0.1347
C4 -2.3608 -0.2584 0.3690
C5 -2.9006 -1.2526 -0.3071
N2 -0.2249 1.5895 -0.5967
O1 2.4483 -1.4954 -0.4167
H1 -0.1474 -1.4489 0.2733
H2 -1.0566 2.1698 -0.6305
H3 -2.8910 0.3740 1.0745
H4 3.8661 0.6151 0.1929
H5 2.5223 1.5792 -0.4985
H6 2.4799 1.1606 1.2080
H7 -3.9669 -1.4820 -0.2647
H8 -2.3186 -1.8761 -0.9826

Energy relative to the best compared isomer or geometry (same formula, charge and spin), kJ/mol: 609.47
Gap between HOMO and LUMO (spin up / spin down), eV: 7.305 / 7.327

The molecule's Mulliken atomic charges, reported in e, are given here: atom 1 (C): -1.018, atom 2 (N): -0.517, atom 3 (C): 0.650, atom 4 (C): 0.610, atom 5 (C): -0.445, atom 6 (C): -0.556, atom 7 (N): -0.594, atom 8 (O): -0.414, atom 9 (H): 0.329, atom 10 (H): 0.287, atom 11 (H): 0.277, atom 12 (H): 0.329, atom 13 (H): 0.313, atom 14 (H): 0.299, atom 15 (H): 0.261, atom 16 (H): 0.188

***

Entry 8:
The following is a DFT calculation (the ωB97M-V functional and the def2-TZVPD basis) of a cluster of 2 separate species, C4H10BFO2 in total at a distorted geometry.

Positions of all 18 atoms, in Å:
B1 0.0771 -0.1261 3.2947
C1 -0.2985 -1.1471 -2.1598
C2 -0.0854 0.2305 -1.6714
C3 0.0344 0.2559 -0.0899
C4 -1.0786 -0.0073 0.7831
O1 1.3998 -0.2758 3.3972
O2 -0.6944 0.3833 4.2387
F1 -1.9307 1.0200 1.0748
H1 -1.2794 -1.4806 -1.7554
H2 0.5348 -1.8348 -1.9125
H3 -0.6067 -1.3636 -3.2874
H4 -0.7571 1.0539 -2.1450
H5 0.9531 0.4679 -1.9740
H6 0.3535 1.2126 0.2049
H7 0.9750 -0.4100 0.0583
H8 -1.6928 -0.8386 0.8115
H9 1.6135 0.1927 4.2579
H10 -0.6239 0.3588 5.1864

Energy relative to the best compared isomer or geometry (same formula, charge and spin), kJ/mol: 354.54
Gap between HOMO and LUMO (spin up / spin down), eV: 7.372 / 7.545

The molecule's Mulliken atomic charges, reported in e, are given here: atom 1 (B): 0.230, atom 2 (C): -1.042, atom 3 (C): -0.302, atom 4 (C): -0.393, atom 5 (C): -0.437, atom 6 (O): -0.400, atom 7 (O): -0.361, atom 8 (F): -0.277, atom 9 (H): 0.257, atom 10 (H): 0.281, atom 11 (H): 0.289, atom 12 (H): 0.277, atom 13 (H): 0.247, atom 14 (H): 0.316, atom 15 (H): 0.299, atom 16 (H): 0.412, atom 17 (H): 0.300, atom 18 (H): 0.303